1.
{
  "formula": "C17H32N4O23S5",
  "method": "ωB97M-V/def2-TZVPD",
  "multiplicity": 1,
  "smiles": "NCC1=C(CC(N)(N)N)C(=O)OC1=O.O=S1(=O)OCCO1.O=S1(=O)OCCO1.O=S1(=O)OCCO1.O=S1(=O)OCCO1.O=S1(=O)OCCO1",
  "lumo_ev": 0.0,
  "species": ["N", "C", "C", "C", "C", "C", "N", "N", "N", "C", "O", "O", "C", "O", "H", "H", "H", "H", "H", "H", "H", "H", "H", "H", "H", "H", "O", "S", "O", "O", "C", "C", "O", "H", "H", "H", "H", "O", "S", "O", "O", "C", "C", "O", "H", "H", "H", "H", "O", "S", "O", "O", "C", "C", "O", "H", "H", "H", "H", "O", "S", "O", "O", "C", "C", "O", "H", "H", "H", "H", "O", "S", "O", "O", "C", "C", "O", "H", "H", "H", "H"],
  "xyz": [[5.77576, -3.00493, 0.96513], [4.72368, -2.66237, -0.04369], [4.05160, -3.95708, -0.50116], [2.99372, -4.54148, 0.06856], [2.18959, -4.05449, 1.26920], [0.85758, -3.35749, 0.71778], [-0.21821, -4.29449, 0.44568], [0.36000, -2.30031, 1.62153], [1.17764, -2.68446, -0.56897], [2.72370, -5.80379, -0.74616], [1.93437, -6.60431, -0.45167], [3.56703, -5.87660, -1.83953], [4.44976, -4.81813, -1.69200], [5.35224, -4.57205, -2.37928], [5.30141, -3.10689, 1.86196], [6.13212, -3.93007, 0.72688], [5.16542, -2.14335, -0.91132], [4.00421, -2.01924, 0.49028], [1.90110, -4.89426, 1.92190], [2.76965, -3.32214, 1.86086], [0.01565, -4.95948, -0.28368], [-0.57381, -4.74478, 1.28219], [1.08992, -1.58250, 1.65802], [0.39075, -2.72321, 2.55667], [0.97167, -1.69421, -0.45235], [0.50491, -3.03444, -1.25059], [0.63862, -2.79058, 5.17939], [1.00514, -4.16206, 5.16929], [2.19212, -4.62723, 4.54674], [-0.24201, -5.00983, 4.60523], [-0.64712, -5.98179, 5.57528], [-0.27623, -5.37537, 6.91354], [0.97221, -4.71391, 6.67969], [-0.09078, -6.90310, 5.38869], [-1.71330, -6.18031, 5.49176], [-0.17268, -6.12344, 7.69574], [-1.00542, -4.62333, 7.22437], [-0.99332, 0.31475, 0.87530], [-1.75860, -0.07886, 2.00989], [-2.33620, -1.36341, 2.14112], [-2.90666, 1.02930, 2.24434], [-2.77689, 1.59196, 3.55610], [-1.30358, 1.48994, 3.88223], [-0.89536, 0.23114, 3.33308], [-3.37901, 0.99383, 4.24478], [-3.12841, 2.61998, 3.56654], [-1.10973, 1.52254, 4.95169], [-0.73376, 2.27877, 3.38592], [-3.71714, 2.50382, -2.88120], [-2.48878, 2.76912, -3.54369], [-2.38034, 3.69963, -4.60970], [-1.85649, 1.36925, -4.01297], [-0.55428, 1.20428, -3.43540], [-0.60311, 1.97693, -2.13416], [-1.38376, 3.14235, -2.43435], [0.18007, 1.62994, -4.12362], [-0.33644, 0.14976, -3.28167], [0.38556, 2.25770, -1.77929], [-1.12140, 1.41456, -1.35452], [-2.49042, 7.14812, 2.86071], [-2.60597, 5.84906, 2.30515], [-2.11906, 4.69136, 2.97200], [-2.00532, 5.88026, 0.81441], [-3.00923, 5.46379, -0.12080], [-4.32528, 5.85572, 0.51532], [-4.14480, 5.59177, 1.91136], [-2.93545, 4.38086, -0.24267], [-2.85572, 5.94675, -1.08320], [-5.16361, 5.28637, 0.12139], [-4.52337, 6.92362, 0.39490], [1.75770, 3.87044, -5.91694], [1.34962, 4.15274, -7.24828], [1.90116, 3.48312, -8.36931], [1.46275, 5.74346, -7.48242], [0.18671, 6.27028, -7.86097], [-0.82350, 5.34806, -7.21104], [-0.25285, 4.04101, -7.32626], [0.11221, 6.23692, -8.95052], [0.08470, 7.29952, -7.52381], [-1.79533, 5.38564, -7.69704], [-0.94045, 5.57368, -6.14863]]
}


2.
{
  "formula": "C18H54N2O13",
  "method": "ωB97M-V/def2-TZVPD",
  "de_lowest_kcal_mol": 118.0,
  "multiplicity": 1,
  "smiles": "COCCNCCOC.COCCNCCOC.OCCO.OCCO.OCCO.O.O.O",
  "lumo_ev": 0.0,
  "species": ["C", "O", "C", "C", "N", "C", "C", "O", "C", "H", "H", "H", "H", "H", "H", "H", "H", "H", "H", "H", "H", "H", "H", "H", "C", "O", "C", "C", "N", "C", "C", "O", "C", "H", "H", "H", "H", "H", "H", "H", "H", "H", "H", "H", "H", "H", "H", "H", "O", "C", "C", "O", "H", "H", "H", "H", "H", "H", "O", "C", "C", "O", "H", "H", "H", "H", "H", "H", "O", "C", "C", "O", "H", "H", "H", "H", "H", "H", "O", "H", "H", "O", "H", "H", "O", "H", "H"],
  "xyz": [[2.11661, -4.50824, -0.72552], [2.72251, -5.17461, -1.88955], [4.18481, -5.23075, -1.87931], [4.66610, -5.55384, -3.28013], [4.22213, -4.58922, -4.23323], [3.90757, -4.97830, -5.60342], [4.21890, -3.90220, -6.61533], [5.59056, -3.52158, -6.72045], [5.88077, -2.21012, -7.09225], [2.24435, -3.44631, -0.93552], [2.60173, -5.05364, 0.08398], [1.09385, -4.86754, -0.61165], [4.43057, -6.03267, -1.18316], [4.65397, -4.29573, -1.57312], [4.33079, -6.54615, -3.58174], [5.74774, -5.63621, -3.17343], [3.33634, -4.13683, -4.05769], [2.85882, -5.26861, -5.66626], [4.35289, -5.91906, -5.92708], [3.76079, -3.07813, -6.06841], [3.72395, -4.10086, -7.56594], [6.74802, -1.76190, -6.60741], [5.01243, -1.56133, -6.97743], [6.20249, -2.19425, -8.13356], [2.86586, -1.27509, 6.81123], [1.89614, -0.44912, 6.17692], [0.63920, -0.58853, 6.81661], [-0.43708, 0.23173, 5.99489], [-0.10522, 1.66876, 5.89733], [-1.08682, 2.42833, 5.11804], [-0.56861, 3.76995, 4.56835], [-1.79080, 4.46494, 4.22846], [-1.69699, 5.89116, 4.14622], [2.40092, -2.18758, 7.18449], [3.48309, -0.80267, 7.57540], [3.56410, -1.41450, 5.98593], [0.55175, -0.22384, 7.84007], [0.41815, -1.64873, 6.69334], [-1.35407, 0.29334, 6.58092], [-0.69466, -0.27012, 5.06220], [-0.28887, 2.12844, 6.77771], [-1.97674, 2.36628, 5.74438], [-1.30953, 1.86463, 4.21210], [0.07714, 3.66424, 3.69662], [-0.02081, 4.36345, 5.30032], [-1.14798, 6.34972, 4.96867], [-2.59975, 6.48597, 4.00722], [-0.96601, 6.11141, 3.36825], [-1.78444, 0.60624, -7.58375], [-3.12315, 0.20809, -7.58915], [-4.03372, 1.37972, -7.18253], [-4.05193, 2.47026, -8.16021], [-1.46757, 0.65886, -6.67909], [-3.39806, -0.21706, -8.55443], [-3.23194, -0.51226, -6.77837], [-3.42158, 1.88143, -6.43308], [-5.00603, 1.10522, -6.77344], [-3.16007, 2.74045, -8.39080], [5.33440, 3.00201, 6.73355], [4.98032, 4.06073, 5.90106], [5.21686, 3.75969, 4.49019], [4.15508, 2.99278, 3.97108], [4.88384, 2.17886, 6.53100], [3.90773, 4.24143, 5.97169], [5.43628, 4.97095, 6.29055], [6.15493, 3.21989, 4.36076], [5.12098, 4.74784, 4.04025], [3.48698, 2.84856, 4.64519], [-8.51062, 2.40546, 0.14588], [-9.77477, 1.69199, -0.06503], [-10.47264, 2.21333, -1.35112], [-10.93369, 3.45336, -0.95391], [-7.85695, 1.70525, 0.20936], [-9.50689, 0.69121, -0.40383], [-10.47226, 1.66177, 0.77204], [-11.23562, 1.48784, -1.63327], [-9.76418, 2.42101, -2.15303], [-10.23438, 3.82098, -0.40855], [-0.56279, 1.43176, -0.91729], [0.07418, 1.67175, -0.24430], [-1.39899, 1.39235, -0.45312], [0.37410, -2.57950, -2.97960], [0.36771, -1.71512, -2.56845], [0.42535, -3.19337, -2.24694], [-4.83856, -1.16067, 0.58361], [-5.45248, -1.56276, 1.19815], [-4.68650, -1.83440, -0.07911]]
}


3.
{
  "formula": "C3H8NO",
  "method": "ωB97M-V/def2-TZVPD",
  "de_lowest_kcal_mol": 47.6,
  "charge": 1,
  "multiplicity": 1,
  "lumo_ev": -4.2,
  "species": ["C", "C", "C", "N", "O", "H", "H", "H", "H", "H", "H", "H", "H"],
  "xyz": [[0.11444, -1.00048, 0.63825], [0.43487, 0.03821, -1.48780], [-0.56112, 1.20533, 0.51069], [0.03639, 0.05272, -0.11319], [-0.31345, -1.03200, 1.81389], [0.90033, -2.12062, 0.03115], [0.26273, 0.93745, -2.10996], [0.03799, -0.76928, -2.09566], [1.57810, -0.16180, -1.59062], [0.02626, 1.81045, 1.19570], [-1.40173, 1.01331, 1.22776], [-0.87211, 1.96250, -0.30090], [-0.24270, -1.93579, 2.28070]]
}


4.
{
  "formula": "CH4N2O2",
  "method": "ωB97M-V/def2-TZVPD",
  "de_lowest_kcal_mol": 34.1,
  "multiplicity": 1,
  "smiles": "NC(=O)NO",
  "lumo_ev": 0.7,
  "species": ["N", "C", "O", "N", "O", "H", "H", "H", "H"],
  "xyz": [[1.76409, 0.16314, -0.10394], [0.43323, -0.25096, -0.19682], [-0.03597, -1.34198, -0.50428], [-0.44179, 0.82294, 0.14378], [-1.75470, 0.44093, 0.56724], [2.03634, 1.09720, -0.28902], [2.32831, -0.39837, -0.68738], [-0.08014, 1.74710, 0.74128], [-1.81468, -0.63434, 0.63359]]
}